(1)
This record from the OMol25 dataset describes a molecular structure, C8H23IrN2O9P2 at a distorted geometry. The level of theory is ωB97M-V/def2-TZVPD.

```
45
Properties=species:S:1:pos:R:3:forces:R:3
Ir -0.234100 0.755062 -0.023057 3.7 -0.6 3.4
O 3.156595 2.782744 -1.773461 -0.9 -0.5 1.6
P 2.196721 2.852202 -0.467421 -0.9 -0.9 -1.0
O 2.608800 3.743318 0.615107 -0.7 -0.7 -0.9
O 1.793353 1.305682 -0.098027 0.6 2.1 -0.4
O 0.729517 3.363716 -1.303326 1.5 -0.7 0.5
P -0.592110 2.535306 -1.494814 -1.1 4.0 -2.4
O -1.354193 3.204328 -2.744204 0.5 -1.3 1.7
O -1.294132 2.602501 -0.092776 0.0 0.4 -2.1
O -0.403235 1.092133 -2.003716 -0.6 0.5 -1.7
H 3.263056 1.845523 -1.995127 0.2 0.2 -0.3
H -1.297961 4.148349 -2.857744 0.0 0.8 0.1
C -3.119836 -0.127521 -0.830701 -0.6 -1.9 2.0
O -2.199416 0.163821 0.287793 -2.9 -1.5 0.3
C -2.814776 0.774491 1.458174 -1.2 1.4 -0.2
C -1.929142 0.531591 2.637468 3.0 -1.0 -0.5
O -0.505637 0.804383 2.189367 -0.9 -0.1 0.7
C 0.154910 2.021803 2.633914 -2.4 0.1 2.5
H -3.595732 0.737114 -1.216327 -0.3 1.0 -0.2
H -3.865781 -0.864042 -0.393705 0.7 1.0 -0.8
H -2.547119 -0.621411 -1.594937 0.3 -0.1 -0.3
H -3.839345 0.386515 1.688238 0.8 0.1 -0.6
H -2.874125 1.862652 1.173784 -0.1 -1.0 0.7
H -1.792558 -0.547245 2.896313 -0.8 0.8 0.0
H -2.068556 1.140420 3.521740 -0.6 0.0 0.0
H -0.179624 2.228766 3.717166 0.7 -0.2 -1.6
H -0.119123 2.848117 2.011694 -0.1 0.5 -0.3
H 1.174441 1.812059 2.600568 1.7 -0.1 0.0
N 2.177491 -3.427995 -0.797342 0.9 -0.9 -1.6
C 1.835629 -3.134724 0.619908 0.7 -1.2 2.7
C 1.371784 -1.710012 0.749534 0.3 1.4 -0.1
N 0.295037 -1.308661 -0.214787 -0.6 -3.3 -0.2
C 0.598176 -1.784738 -1.636685 -1.1 -0.2 1.3
C 0.949775 -3.274990 -1.666261 1.1 1.1 -1.4
H 2.568060 -4.392074 -1.055293 -0.3 1.5 1.2
H 2.868548 -2.696170 -1.167947 -0.8 -1.4 0.8
H 2.734712 -3.263020 1.350175 -1.3 0.1 -1.7
H 1.030324 -3.834790 1.054299 1.2 0.7 -1.3
H 2.185955 -0.942168 0.585700 -0.6 -1.0 0.4
H 0.976990 -1.623541 1.782962 0.3 0.3 -0.6
H -0.575613 -1.754544 0.134921 0.5 0.1 -0.5
H 1.377811 -1.096801 -1.927483 0.5 -0.2 -0.6
H -0.262019 -1.625665 -2.295722 0.1 0.2 0.3
H 1.261039 -3.569958 -2.701583 -0.3 0.3 0.8
H 0.155411 -3.942517 -1.356378 0.0 0.0 0.4
```
Positions in Å, forces in eV/Å.

The spin multiplicity is 5. The lowest unoccupied orbital energy (alpha / beta) comes out at -6.1 / -8.4 eV. The total charge is +2. As for the HOMO-LUMO gap (alpha / beta): 7.771 / 7.824 eV. For the energy above the lowest of the compared OMol25 structures with the same formula, charge and spin, the calculation gives 40.2 kcal/mol.

---

(2)
This record from the OMol25 dataset describes C3H6N2O in the gas phase at a distorted geometry. The level of theory is ωB97M-V/def2-TZVPD.

```
12
Properties=species:S:1:pos:R:3:forces:R:3
N -0.461012 0.087219 0.181410 -0.1 0.0 0.1
C -0.275008 0.160259 -1.280488 0.1 0.2 -0.2
C 0.917879 0.133247 0.808776 0.1 -0.1 -0.2
O 0.923416 0.658300 2.087008 -0.2 -0.1 0.3
C -1.044399 -0.674584 -2.079973 -0.6 -0.7 -0.5
N -1.630807 -1.416173 -2.772939 0.4 0.6 0.7
H -1.061137 0.825846 0.585020 0.4 -0.1 -0.1
H -0.923096 -0.793226 0.419305 0.1 0.1 -0.1
H -0.022885 1.167210 -1.576333 -0.1 -0.1 -0.2
H 1.296538 -0.891235 0.734776 0.0 0.2 0.0
H 1.500944 0.781903 0.155587 -0.1 -0.1 0.1
H 0.779566 -0.038764 2.737851 0.0 0.1 0.0
```
Positions in Å, forces in eV/Å.

The lowest unoccupied orbital energy comes out at -0.1 eV. As for the HOMO-LUMO gap: 7.139 eV. For the energy above the lowest of the compared OMol25 structures with the same formula, charge and spin, the calculation gives 82.9 kcal/mol.

---

(3)
This record from the OMol25 dataset describes a molecular structure, C20H26LiO12S at a distorted geometry. The level of theory is ωB97M-V/def2-TZVPD.

```
60
Properties=species:S:1:pos:R:3:forces:R:3
Li 0.065283 -0.991450 0.330850 -0.4 0.2 -0.6
S -2.095717 -1.173450 -1.799150 -5.2 4.3 -3.2
O -0.966717 -0.923450 -2.667150 2.9 1.2 -1.3
O -1.697717 -1.053450 -0.419150 2.3 -0.6 4.7
O -3.131717 -0.090450 -2.024150 1.4 -0.7 0.4
O -2.660717 -2.416450 -2.121150 -1.1 -4.0 -0.1
C 0.119283 -3.703450 1.230850 -1.2 0.6 2.8
O 1.218283 -2.748450 1.104850 -3.0 1.5 -3.0
H -0.887717 -3.155450 1.468850 1.8 -1.1 -1.2
H 0.456283 -4.002450 2.216850 -1.2 -1.3 0.7
H 0.048283 -4.644450 0.633850 0.2 1.4 -0.4
H 1.861283 -3.238450 1.512850 3.0 -1.0 1.2
C 0.138283 -0.372450 3.235850 -5.2 -2.4 -3.7
O -0.219717 0.158550 2.000850 -0.9 -0.5 0.4
H 0.009283 -0.042450 4.118850 -1.3 5.6 5.8
H 1.037283 -0.618450 3.242850 8.2 -2.6 -0.3
H -0.422717 -1.198450 3.614850 -0.9 -1.9 -1.6
H -0.039717 1.074550 2.097850 0.0 1.5 -0.6
C -4.686717 -0.930450 3.294850 -0.4 -0.2 2.5
C -5.164717 0.186550 4.019850 0.5 -0.6 -1.1
C -4.973717 1.470550 3.431850 -1.3 -1.3 0.5
C -4.426717 1.614550 2.179850 2.1 -2.6 0.2
C -3.690717 0.462550 1.734850 -0.6 2.6 -2.5
C -3.839717 -0.795450 2.241850 1.1 0.8 -0.8
O -3.097717 -1.836450 1.816850 -1.5 -1.6 2.7
O -5.527717 2.503550 4.105850 -0.8 2.1 0.0
H -4.782717 -1.948450 3.670850 -0.3 0.2 0.2
H -5.664717 -0.005450 4.995850 0.3 0.6 -1.0
H -4.312717 2.518550 1.595850 -0.2 0.2 0.3
H -3.135717 0.609550 0.785850 -0.2 -0.4 0.6
H -2.596717 -1.695450 1.048850 1.1 1.1 -2.7
H -5.678717 3.249550 3.477850 0.3 -0.9 0.8
C 3.438283 -0.191450 -4.818150 -3.7 -1.9 2.5
C 2.281283 -0.411450 -3.907150 2.6 -0.9 -0.2
C 2.329283 -1.608450 -3.067150 -5.0 2.9 0.6
C 3.247283 -2.591450 -3.191150 2.9 2.9 -3.8
C 4.314283 -2.415450 -4.137150 -1.8 2.2 1.4
C 4.366283 -1.205450 -4.921150 0.2 -3.4 1.9
O 5.367283 -1.136450 -5.788150 -1.2 4.7 -1.9
O 1.274283 -1.861450 -2.092150 7.6 -2.4 -0.1
H 3.275283 0.613550 -5.472150 0.7 1.0 -0.9
H 1.474283 0.380550 -3.897150 0.9 -1.4 0.3
H 3.165283 -3.407450 -2.625150 -0.2 -3.1 2.2
H 5.213283 -2.994450 -4.035150 0.1 -0.6 -0.5
H 6.066283 -1.667450 -6.009150 1.8 -2.8 0.3
H 0.480283 -1.462450 -2.234150 -4.6 2.5 -1.8
C 2.494283 2.928550 1.059850 1.8 1.6 -0.7
C 1.866283 1.816550 0.485850 -0.2 -0.3 1.5
C 0.876283 1.960550 -0.540150 0.6 2.6 -0.4
C 0.584283 3.276550 -1.033150 5.5 -0.3 4.7
C 1.382283 4.418550 -0.531150 -1.2 -0.8 -1.6
C 2.421283 4.261550 0.393850 -3.1 -4.6 1.5
O 2.988283 5.326550 0.895850 2.6 3.2 2.8
O 0.244283 0.892550 -1.021150 1.0 -1.0 2.0
H 3.266283 2.812550 1.961850 -1.8 0.2 -2.1
H 2.073283 0.842550 1.055850 -0.5 1.3 -1.4
H -0.116717 3.410550 -1.726150 -2.8 0.6 -2.7
H 1.124283 5.449550 -0.953150 0.6 -1.6 0.8
H 3.383283 5.342550 1.850850 -1.3 -0.9 -2.8
H -0.132717 0.956550 -1.884150 -1.0 -0.1 -1.2
```
Positions in Å, forces in eV/Å.

The lowest unoccupied orbital energy comes out at 1.8 eV. The total charge is -1. As for the HOMO-LUMO gap: 5.732 eV. For the energy above the lowest of the compared OMol25 structures with the same formula, charge and spin, the calculation gives 54.1 kcal/mol.